Record 1
Molecular formula: C39H44ClNO28
Method: DFT, ωB97M-V/def2-TZVPD

The value obtained for the lowest unoccupied orbital energy (spin up / spin down) is -0.32 / -0.32 eV. The largest force on an atom is 5.7 eV/A. The orbital gap (spin up / spin down) comes out at 0.221 / 0.254 hartree. The calculation puts the highest occupied orbital energy (spin up / spin down) at -6.3 / -7.2 eV.

Geometry as ORCA input:
```
! RIJCOSX wB97M-V def2-TZVPD def2/J DEFGRID3
* xyz -1 2
C -18.30620 0.32060 -22.43145
C -17.34414 1.24881 -21.60454
C -16.75957 2.41672 -22.38582
C -17.78624 3.42915 -22.84010
C -18.29000 4.14953 -21.52502
C -18.81482 3.13017 -20.41733
N -18.10741 1.80821 -20.39924
O -18.50275 0.90834 -19.36807
C -20.31978 2.85952 -20.64425
C -18.63012 3.86025 -19.01276
C -16.10847 0.42100 -21.07851
H -17.76630 -0.22302 -23.20675
H -19.19768 0.81367 -22.81905
H -18.59506 -0.53345 -21.81887
H -16.23769 2.10510 -23.29060
H -16.02761 2.90059 -21.73913
H -18.62336 3.00479 -23.39440
H -17.33448 4.15916 -23.51174
H -19.00662 4.92628 -21.79190
H -17.38853 4.47067 -21.00318
H -20.81498 2.38312 -19.79813
H -20.39020 2.24531 -21.54195
H -20.91654 3.72968 -20.91773
H -19.23154 3.43618 -18.20867
H -18.99620 4.88665 -18.98814
H -17.59648 3.94706 -18.67787
H -15.36136 1.02302 -20.56131
H -15.46870 -0.02268 -21.84136
H -16.37104 -0.47548 -20.51684
Cl -23.26717 1.11481 -18.63110
O -24.36090 0.74408 -17.85776
O -22.74175 2.27277 -17.99746
O -22.38529 0.01083 -18.68729
O -23.52117 1.45778 -20.00409
C -24.36062 -1.44378 -15.06508
C -24.41083 -0.55373 -14.11577
C -23.77924 -0.65080 -12.72083
O -23.82909 0.18340 -11.81533
C -22.98832 -1.84752 -12.54443
C -22.92318 -2.79463 -13.49453
C -23.59922 -2.71980 -14.84748
O -23.53346 -3.54805 -15.73999
O -22.27583 -3.95918 -13.29553
O -24.94273 0.64412 -14.46049
H -24.68444 -1.30492 -16.08599
H -22.55523 -2.02787 -11.57165
H -21.75905 -3.78351 -12.50579
H -25.68530 0.47805 -15.04582
C -22.27369 7.94357 -15.38711
C -21.63819 8.91451 -16.14637
C -20.75359 8.57304 -17.32079
O -20.31469 9.44289 -18.04478
C -20.76624 7.10827 -17.55207
C -21.29287 6.14907 -16.76773
C -22.04983 6.48877 -15.53895
O -22.46949 5.64054 -14.73893
O -21.30892 4.85499 -17.16618
O -21.91656 10.21320 -15.97186
H -22.92301 8.26324 -14.58549
H -20.21523 6.63522 -18.35145
H -21.97142 4.27050 -16.79060
H -21.48977 10.72187 -16.66517
C -22.08110 -5.02096 -20.74796
C -21.83815 -3.67356 -20.66325
C -21.27492 -2.83451 -21.78554
O -21.34823 -1.61654 -21.95683
C -20.64855 -3.66595 -22.84518
C -20.74448 -5.01985 -22.83727
C -21.49556 -5.80122 -21.76435
O -21.52969 -7.02909 -21.65681
O -20.27918 -5.82580 -23.85376
O -22.29731 -2.99419 -19.59499
H -22.62902 -5.47893 -19.93775
H -20.10308 -3.22937 -23.66874
H -20.48140 -6.74438 -23.66163
H -22.25960 -2.05037 -19.76639
C -26.12509 -2.97207 -21.90816
C -25.71381 -1.72403 -21.59604
C -26.46329 -0.45573 -22.02276
O -26.05097 0.70509 -21.81620
C -27.77430 -0.78894 -22.68085
C -28.19081 -2.05017 -22.86720
C -27.41933 -3.27527 -22.58888
O -27.91109 -4.38971 -22.74806
O -29.46805 -2.23954 -23.35147
O -24.48158 -1.46253 -21.05019
H -25.49917 -3.83495 -21.73481
H -28.43133 0.02302 -22.95548
H -29.64025 -3.17838 -23.45398
H -24.49923 -0.62930 -20.57373
C -27.77408 1.53522 -19.24042
C -27.59353 2.62933 -20.00838
C -28.46479 3.01461 -21.16327
O -28.38317 4.01001 -21.86517
C -29.66826 2.18851 -21.16785
C -29.89680 1.04192 -20.41089
C -28.90051 0.57628 -19.39778
O -29.01458 -0.47291 -18.80280
O -31.02578 0.32380 -20.48967
O -26.59822 3.54372 -19.78282
H -27.16549 1.41871 -18.35586
H -30.58561 2.42768 -21.68521
H -30.94387 -0.38956 -19.85248
H -25.93690 3.07544 -19.26806
O -24.64197 2.72688 -22.73680
H -24.85568 3.42315 -22.11569
H -25.15197 1.97395 -22.43808
O -23.71314 5.40859 -19.02538
H -23.54919 4.47498 -19.15853
H -23.37889 5.82652 -19.81901
O -26.99797 0.25442 -16.03986
H -27.11848 0.18359 -16.98680
H -27.87171 0.11283 -15.67549
*
```


Record 2
Molecular formula: C39H44F10N6OY
Method: DFT, ωB97M-V/def2-TZVPD

The value obtained for the lowest unoccupied orbital energy is -2.59 eV. The largest force on an atom is 0.1 eV/A. The energy above the lowest of the compared OMol25 structures with the same formula, charge and spin comes out at 0.0000 eV. The orbital gap comes out at 0.261 hartree. The calculation puts the highest occupied orbital energy at -9.7 eV.

Geometry as ORCA input:
```
! RIJCOSX wB97M-V def2-TZVPD def2/J DEFGRID3
* xyz 1 1
Y 0.76108 -0.24206 0.75682
C 2.73936 -0.52332 3.74468
N 2.89337 -0.73210 2.30206
C 3.25207 -2.15166 2.05514
C 2.04045 -2.99451 1.69288
N 1.30121 -2.45034 0.54724
C 1.36233 -3.22269 -0.60661
C 2.55070 -3.65867 -1.21083
F 3.72965 -3.35789 -0.64214
C 2.58983 -4.35200 -2.40618
F 3.75976 -4.71502 -2.92899
C 1.41750 -4.64503 -3.08132
F 1.44535 -5.29900 -4.24118
C 0.22077 -4.24154 -2.52393
F -0.93672 -4.50539 -3.14188
C 0.21130 -3.57101 -1.31635
F -0.99442 -3.23396 -0.81827
C 3.97968 0.13758 1.81138
C 3.94963 0.25493 0.30482
N 2.64345 0.78280 -0.11812
C 2.71326 1.37071 -1.37644
C 2.36253 2.70375 -1.58950
F 2.04529 3.48387 -0.53189
C 2.31257 3.28783 -2.84203
F 1.92315 4.56564 -2.96999
C 2.67214 2.55894 -3.95917
F 2.62406 3.11043 -5.17174
C 3.08662 1.24848 -3.79312
F 3.42358 0.52242 -4.85716
C 3.10655 0.68392 -2.53192
F 3.45034 -0.60958 -2.43738
H 3.69595 -0.65568 4.26462
H 2.02808 -1.24068 4.14860
H 2.38099 0.48901 3.94184
H 3.76221 -2.55717 2.93792
H 3.95178 -2.18926 1.22723
H 1.37675 -3.06460 2.56376
H 2.38314 -4.01515 1.49835
H 4.95069 -0.24504 2.15343
H 3.84447 1.12547 2.25643
H 4.18466 -0.71351 -0.15103
H 4.75715 0.93555 0.00831
O -0.17346 -1.00541 2.93927
C -0.59203 -0.41207 4.17827
C -1.90429 0.33605 4.05687
C -1.90531 1.38171 2.93327
C -0.70496 2.28408 2.96487
C -0.70578 3.42620 3.75475
C 0.41831 4.23470 3.79540
C 1.51652 3.88289 3.02993
C 1.44445 2.73434 2.26252
N 0.36658 1.93655 2.22759
H -0.82342 -1.66500 2.66065
H 0.20983 0.26622 4.46100
H -0.65830 -1.18713 4.94420
H -2.09841 0.81591 5.01992
H -2.72405 -0.36638 3.88364
H -2.81319 1.98239 3.01825
H -1.94194 0.86640 1.97611
H -1.58799 3.67299 4.33123
H 0.43133 5.12613 4.40884
H 2.41405 4.48456 3.01369
H 2.25884 2.43051 1.61765
C -3.92334 -2.25034 -1.77346
C -4.02836 -2.29241 -0.24340
C -4.02452 -3.74237 0.26057
C -5.28927 -1.55870 0.23320
C -2.85928 -1.60020 0.32529
N -1.94264 -1.05892 0.75560
H -4.79283 -2.76009 -2.19009
H -3.02185 -2.75081 -2.12305
H -3.91080 -1.22384 -2.13932
H -4.89087 -4.25662 -0.15585
H -4.09180 -3.78276 1.34821
H -3.12400 -4.26331 -0.05923
H -6.16399 -2.06212 -0.17827
H -5.29676 -0.52386 -0.11216
H -5.36860 -1.56719 1.32058
C -0.69163 3.69907 -0.94346
N -2.10844 3.40334 -1.28261
C -2.41542 3.83980 -2.67146
C -2.44680 1.93419 -1.03385
C -1.62749 0.98729 -1.86111
C -2.11128 0.65601 -3.12885
C -1.41584 -0.22323 -3.94482
C -0.23645 -0.77546 -3.47078
C 0.21958 -0.43811 -2.20000
C -0.43962 0.44728 -1.33189
H -0.49891 4.75756 -1.09864
H -0.07266 3.09487 -1.59757
H -0.50374 3.41223 0.08784
H -2.70125 3.94212 -0.65287
H -1.77189 3.28895 -3.35122
H -2.21939 4.90602 -2.75235
H -3.45910 3.62872 -2.89098
H -3.51590 1.85388 -1.24075
H -2.26265 1.77504 0.02773
H -3.05267 1.06968 -3.48128
H -1.79511 -0.47927 -4.92520
H 0.32715 -1.46927 -4.08420
H 1.14931 -0.91727 -1.88655
*
```


The calculation returns the following calculated total energy values, one per record and in order: -4133.78232; -2953.10713 a.u..